DFT (the ωB97M-V functional and the def2-TZVPD basis) results for a 2-piece molecular cluster, C25H30N3O2 overall in a non-equilibrium geometry.

Frontier orbital gap, hartree: 0.2154
Calculated total energy, eV: -34968.82392
Total charge: +1

Atoms and positions in Å:
C (-2.28, 1.54, 4.49)
O (-2.92, 0.72, 3.48)
C (-2.16, -0.19, 2.81)
C (-2.84, -1.03, 1.90)
C (-2.16, -1.99, 1.20)
C (-0.76, -2.17, 1.36)
C (-0.06, -3.21, 0.64)
N (0.96, -3.90, 1.12)
C (1.78, -4.76, 0.27)
C (1.34, -3.88, 2.53)
C (-0.08, -1.27, 2.22)
C (-0.76, -0.33, 2.97)
H (-3.10, 2.13, 4.90)
H (-1.84, 0.91, 5.28)
H (-1.52, 2.19, 4.04)
H (-3.91, -0.88, 1.79)
H (-2.70, -2.66, 0.53)
H (-0.39, -3.42, -0.38)
H (2.77, -4.87, 0.73)
H (1.33, -5.76, 0.19)
H (1.88, -4.33, -0.73)
H (1.82, -4.84, 2.74)
H (2.09, -3.09, 2.72)
H (0.48, -3.73, 3.18)
H (1.01, -1.31, 2.32)
H (-0.23, 0.32, 3.68)
C (-3.85, -0.34, -6.02)
N (-3.95, -0.38, -4.58)
C (-4.21, 0.90, -3.96)
C (-3.50, -1.46, -3.85)
C (-2.30, -2.13, -4.17)
C (-1.79, -3.08, -3.32)
N (-2.52, -3.56, -2.25)
C (-2.00, -4.52, -1.38)
C (-0.94, -5.38, -1.77)
C (-0.84, -6.77, -1.21)
C (0.38, -7.44, -1.38)
C (0.59, -8.67, -0.77)
C (-0.45, -9.28, -0.06)
C (-1.71, -8.67, 0.01)
C (-1.91, -7.41, -0.57)
O (-0.01, -5.01, -2.54)
C (-3.77, -3.01, -2.00)
C (-4.22, -1.94, -2.72)
H (-3.88, -1.34, -6.45)
H (-4.71, 0.23, -6.40)
H (-2.93, 0.17, -6.36)
H (-4.27, 0.80, -2.87)
H (-3.42, 1.62, -4.21)
H (-5.16, 1.30, -4.34)
H (-1.72, -1.85, -5.05)
H (-0.80, -3.49, -3.46)
H (-2.50, -4.63, -0.41)
H (1.17, -6.96, -1.96)
H (1.56, -9.15, -0.87)
H (-0.29, -10.25, 0.42)
H (-2.54, -9.17, 0.51)
H (-2.88, -6.91, -0.55)
H (-4.33, -3.48, -1.19)
H (-5.18, -1.50, -2.46)

DFT (the ωB97M-V functional and the def2-TZVPD basis) results for C6H8 as an isolated structure in a non-equilibrium geometry.

Frontier orbital gap, hartree: 0.3308
Calculated total energy, eV: -6346.63785
Total charge: 0

Atoms and positions in Å:
C (2.92, 0.56, -0.63)
C (1.53, 0.36, -0.46)
C (0.37, 0.02, -0.29)
C (-0.74, -0.40, 0.52)
C (-2.04, 0.37, 0.42)
C (-1.94, -1.00, -0.15)
H (2.39, 0.85, 0.55)
H (3.36, 1.53, -0.83)
H (3.59, -0.29, -0.89)
H (-0.49, -0.80, 1.51)
H (-2.59, 0.51, 1.35)
H (-2.06, 1.21, -0.26)
H (-2.42, -1.82, 0.38)
H (-1.90, -1.11, -1.23)

DFT (the ωB97M-V functional and the def2-TZVPD basis) results for a 3-piece molecular cluster, C3H11O3 overall in a non-equilibrium geometry.

Frontier orbital gap, hartree: 0.2882
Calculated total energy, eV: -9431.55952
Total charge: -1

Atoms and positions in Å:
C (0.11, 0.63, 0.50)
O (0.27, -0.78, 0.60)
C (0.66, 1.08, -0.90)
C (0.06, 2.47, -1.36)
H (0.85, 1.13, 1.21)
H (-0.95, 0.99, 0.70)
H (0.36, 0.37, -1.58)
H (1.80, 0.96, -1.04)
H (-1.03, 2.48, -1.81)
H (0.63, 3.00, -2.06)
H (-0.07, 3.09, -0.51)
H (0.18, -2.54, -1.46)
H (0.77, -1.56, -0.53)
O (0.84, -1.78, -1.52)
H (-1.46, -1.36, 3.37)
H (-0.90, -1.10, 1.80)
O (-1.75, -1.25, 2.47)

DFT (the ωB97M-V functional and the def2-TZVPD basis) results for a 11-piece molecular cluster, C22H38BrN11O20S overall in a non-equilibrium geometry.

Frontier orbital gap, hartree: 0.2775
Calculated total energy, eV: -161613.27275
Structure (SMILES): Brc1ccc2c(c1)Sc1ccccc1N2.C[N+](=O)[O-].C[N+](=O)[O-].C[N+](=O)[O-].C[N+](=O)[O-].C[N+](=O)[O-].C[N+](=O)[O-].C[N+](=O)[O-].C[N+](=O)[O-].C[N+](=O)[O-].C[N+](=O)[O-]
Total charge: 0

Atoms and positions in Å:
Br (2.89, 3.28, 3.35)
C (2.80, 2.33, 1.61)
C (1.94, 2.80, 0.40)
C (1.86, 2.10, -0.97)
C (2.75, 0.81, -1.20)
C (3.63, 0.34, 0.01)
C (3.67, 1.05, 1.38)
S (4.68, -1.16, -0.35)
C (5.26, -0.78, -2.08)
C (6.69, -1.02, -2.59)
C (6.98, -0.59, -4.08)
C (5.90, 0.07, -4.98)
C (4.45, 0.29, -4.47)
C (4.14, -0.14, -2.99)
N (2.77, 0.07, -2.48)
H (1.32, 3.75, 0.56)
H (1.18, 2.49, -1.82)
H (4.36, 0.64, 2.20)
H (7.50, -1.50, -1.92)
H (8.04, -0.73, -4.47)
H (6.15, 0.40, -6.06)
H (3.60, 0.75, -5.06)
H (2.22, 0.54, -3.21)
C (0.63, -2.23, -1.58)
N (-0.72, -2.32, -0.98)
O (-0.82, -2.87, 0.10)
O (-1.64, -1.84, -1.62)
H (1.35, -2.70, -0.91)
H (0.61, -2.75, -2.54)
H (0.86, -1.17, -1.72)
C (-2.51, 2.08, 0.14)
N (-1.76, 2.97, -0.79)
O (-0.91, 2.46, -1.49)
O (-2.06, 4.15, -0.78)
H (-2.14, 1.06, 0.02)
H (-2.34, 2.44, 1.15)
H (-3.57, 2.14, -0.13)
C (-4.24, 7.10, 0.91)
N (-5.10, 5.94, 1.25)
O (-6.25, 5.96, 0.86)
O (-4.58, 5.04, 1.90)
H (-4.83, 7.82, 0.34)
H (-3.91, 7.55, 1.85)
H (-3.40, 6.74, 0.32)
C (2.79, -3.24, -6.43)
N (2.41, -3.35, -5.00)
O (3.20, -3.89, -4.25)
O (1.32, -2.89, -4.68)
H (3.78, -3.69, -6.57)
H (2.04, -3.77, -7.02)
H (2.82, -2.18, -6.68)
C (0.66, -5.50, -10.34)
N (1.40, -4.60, -9.42)
O (1.68, -5.03, -8.31)
O (1.67, -3.49, -9.84)
H (0.49, -6.45, -9.84)
H (-0.28, -5.02, -10.59)
H (1.28, -5.64, -11.23)
C (2.78, 4.93, 6.77)
N (3.51, 5.84, 7.69)
O (3.79, 5.42, 8.80)
O (3.78, 6.95, 7.26)
H (2.62, 3.98, 7.28)
H (1.84, 5.40, 6.52)
H (3.41, 4.78, 5.89)
C (-4.62, -2.71, -0.95)
N (-5.97, -2.79, -0.34)
O (-6.06, -3.34, 0.75)
O (-6.90, -2.31, -0.98)
H (-3.90, -3.17, -0.28)
H (-4.65, -3.23, -1.90)
H (-4.39, -1.65, -1.09)
C (-5.07, -5.34, 2.99)
N (-4.65, -6.55, 3.74)
O (-5.10, -6.70, 4.87)
O (-3.88, -7.31, 3.17)
H (-5.75, -4.76, 3.61)
H (-4.17, -4.77, 2.75)
H (-5.57, -5.68, 2.08)
C (-1.59, 4.27, 8.61)
N (-0.84, 5.16, 7.69)
O (0.02, 4.65, 6.99)
O (-1.14, 6.34, 7.69)
H (-1.22, 3.26, 8.50)
H (-1.41, 4.64, 9.63)
H (-2.64, 4.33, 8.35)
C (-1.71, -1.82, 4.31)
N (-2.68, -2.31, 3.29)
O (-2.85, -3.51, 3.21)
O (-3.23, -1.46, 2.61)
H (-1.30, -2.68, 4.84)
H (-0.93, -1.27, 3.79)
H (-2.26, -1.17, 5.00)